1.
9
Properties=species:S:1:pos:R:3:forces:R:3 method="wB97M-V/def2-TZVPD" multiplicity=7 total_charge=+1 s2=12.021 max_force_ev_per_a=4.8 e_homo_ev="-11.415 / -11.416" gap_ev="6.780 / 5.157" e_lumo_ev="-4.63 / -6.26"
C -0.104120 1.396110 -1.685315 0.05 0.40 0.98
O -0.645625 0.507243 0.360877 -0.56 -3.82 2.77
C 1.008357 0.819941 -1.251568 1.51 -0.52 -1.85
C -1.219279 1.262238 -0.657643 0.19 0.73 -1.08
O 2.030585 0.238355 -1.148364 -1.49 0.72 0.64
H -0.052066 2.188714 -2.431991 0.05 -0.42 0.05
H -1.515575 2.267367 -0.297603 0.01 -0.49 -0.01
H -2.097604 0.782606 -1.131870 0.19 0.10 0.40
Dy -0.587653 -1.498964 1.508335 0.05 3.29 -1.90

2.
11
Properties=species:S:1:pos:R:3:forces:R:3 method="wB97M-V/def2-TZVPD" multiplicity=8 total_charge=+4 s2=15.887 max_force_ev_per_a=4.1 e_homo_ev="-25.661 / -28.392" gap_ev="4.840 / 8.332" e_lumo_ev="-20.82 / -20.06"
H -3.817105 2.461954 -2.829046 0.21 0.22 1.63
C -2.894490 2.215286 -1.033988 3.21 -0.51 -2.54
C -2.512632 0.791232 -0.873967 -0.09 -0.12 -0.26
O -1.079089 0.791853 -1.048742 -0.95 -0.34 0.31
C -0.679723 2.007523 -1.135448 3.36 -0.02 0.87
O -1.745451 2.873382 -1.096559 -3.57 0.82 -0.50
O 0.455056 2.425541 -1.166585 -1.15 -0.55 -0.23
Eu 2.990953 2.116998 -1.092430 0.73 0.13 -0.04
H -2.980264 0.172902 -1.656118 -0.15 -0.23 -0.01
H -2.757729 0.356036 0.106877 -0.22 -0.25 0.13
Li -4.661249 3.313102 -0.109666 -1.36 0.87 0.65

3.
9
Properties=species:S:1:pos:R:3:forces:R:3 method="wB97M-V/def2-TZVPD" total_charge=0 max_force_ev_per_a=2.2 e_homo_ev="-9.303 / -8.772" gap_ev="8.766 / 8.154" e_lumo_ev="-0.54 / -0.62"
C -0.773986 0.369558 -1.008545 1.10 0.81 0.60
C -1.229934 -0.778098 -0.696005 -0.37 -2.13 -0.48
C 1.191999 0.753119 0.951836 -1.67 0.59 1.12
F -2.074986 -1.578471 -1.445480 -0.25 0.80 -0.39
F 2.159192 1.395386 0.298195 -0.05 -0.71 0.22
I 1.276174 -1.271099 1.514296 0.83 0.52 -0.04
H -0.382757 1.233087 -1.496633 -0.42 0.05 -0.11
H -0.918359 -1.486102 0.065456 0.16 0.79 0.60
H 0.752657 1.362620 1.816880 0.68 -0.72 -1.52

4.
9
Properties=species:S:1:pos:R:3:forces:R:3 method="wB97M-V/def2-TZVPD" smiles="C=C(F)F.C#N" total_charge=0 max_force_ev_per_a=4.8 e_homo_ev=-9.872 gap_ev=10.841 e_lumo_ev=0.97
C 0.878996 0.891575 0.173870 0.71 -1.08 -4.64
C 0.692748 1.717563 1.117449 -0.20 1.39 0.30
F 0.637934 1.494707 2.385906 -0.14 0.33 1.41
F 0.536110 2.986237 0.770284 -0.32 1.19 1.35
H 1.070979 -0.224032 0.374997 -0.43 2.10 -1.04
H 0.834549 1.718548 -0.859474 0.37 -3.92 2.63
C -1.701792 -2.861026 -1.442257 1.09 -0.23 0.87
N -1.364153 -1.810720 -1.138645 -0.44 0.76 -0.33
H -1.585371 -3.912853 -1.382129 -0.64 -0.53 -0.53

5.
11
Properties=species:S:1:pos:R:3:forces:R:3 method="wB97M-V/def2-TZVPD" smiles="N=C=C(O)F.O=CF" total_charge=0 max_force_ev_per_a=2.1 e_homo_ev=-8.471 gap_ev=9.076 e_lumo_ev=0.60
N -0.353703 -1.255041 -2.563352 -0.45 -0.46 -1.17
C -0.164634 -0.421568 -1.707617 -0.72 0.92 0.48
C -0.576692 0.644692 -0.988002 1.39 1.40 -0.47
O -0.693467 0.625021 0.352789 0.47 -1.28 -0.78
F -0.128142 1.894069 -1.538804 -0.91 -1.59 1.02
H 0.342208 -1.821636 -3.042886 0.31 0.09 0.78
H -1.058866 1.343043 0.838453 -0.77 1.19 -0.23
O 1.183322 -0.342705 1.795747 -0.25 0.12 0.97
C 1.794418 0.241568 0.988869 0.41 0.63 -0.11
F 2.616482 -0.464674 0.192963 0.37 0.60 -0.55
H 1.807758 1.367543 0.777987 0.17 -1.61 0.06

6.
11
Properties=species:S:1:pos:R:3:forces:R:3 method="wB97M-V/def2-TZVPD" smiles="O=C/C(=N/O)C(F)F" total_charge=0 max_force_ev_per_a=3.2 e_homo_ev=-10.295 gap_ev=9.953 e_lumo_ev=-0.34
O -1.857849 -1.787810 0.053522 2.88 0.74 -0.27
C -0.697768 -1.384253 -0.065230 -2.21 -0.04 -0.13
C -0.311872 0.092442 -0.130046 -0.66 -2.83 0.35
N -1.295461 0.875284 -0.070784 0.57 0.54 -0.09
O -0.857166 2.162799 0.027099 1.20 -0.10 0.05
C 1.177906 0.306868 -0.029167 -2.02 2.08 1.40
F 1.784006 -0.323535 -1.005041 1.03 -0.61 -1.17
F 1.533336 -0.257911 1.161911 0.46 -0.10 0.08
H 0.195278 -2.022307 -0.143790 -0.34 -0.51 0.09
H -1.641506 2.648674 -0.085303 -1.56 1.27 -0.09
H 1.368890 1.389404 0.014436 0.65 -0.44 -0.21